#one
Below is a cluster of 30 separate species, H60O30 in total, with properties calculated with wB97M-V/def2-TZVPD.

## Properties
Orbital gap, eV: 8.9
HOMO energy, eV: -9.83
LUMO energy, Ha: -0.034

ORCA input file:
```
! wB97M-V def2-TZVPD RIJCOSX def2/J DEFGRID3
* xyz 0 1
O -2.667 -1.228 0.048
H -1.794 -0.910 0.276
H -3.185 -0.433 -0.084
O 4.561 2.621 -2.646
H 4.396 2.608 -1.703
H 3.759 2.274 -3.035
O -0.033 0.311 0.018
H 0.836 -0.090 0.013
H -0.372 0.161 -0.865
O 4.981 -1.411 0.999
H 5.405 -2.235 0.759
H 5.608 -0.980 1.580
O -4.478 1.025 -0.401
H -4.404 1.541 -1.204
H -5.279 1.342 0.015
O 0.752 3.031 1.028
H 0.469 2.534 0.260
H 0.329 2.593 1.766
O -2.109 -3.132 3.414
H -1.946 -3.609 4.228
H -1.634 -2.308 3.520
O 2.157 -4.954 -0.425
H 1.667 -5.675 -0.821
H 1.643 -4.173 -0.629
O 1.591 -0.130 -6.025
H 1.234 -0.392 -5.177
H 1.392 0.804 -6.091
O -3.641 3.122 -2.463
H -4.271 3.802 -2.698
H -2.985 3.575 -1.933
O 1.065 -2.490 -1.554
H 1.566 -2.553 -2.367
H 1.463 -1.757 -1.083
O -2.481 1.183 -4.185
H -3.280 0.796 -4.542
H -2.785 1.939 -3.683
O 0.060 -2.362 -4.466
H 0.916 -2.687 -4.186
H -0.235 -2.997 -5.120
O 2.559 -0.561 -0.190
H 3.366 -0.949 0.147
H 2.697 0.383 -0.117
O 3.635 1.832 0.282
H 3.951 1.857 1.185
H 3.127 2.638 0.184
O 2.835 4.821 0.468
H 2.869 5.699 0.847
H 1.955 4.505 0.672
O -4.048 -3.909 -1.771
H -4.580 -3.197 -1.417
H -3.224 -3.491 -2.021
O -4.325 1.566 2.999
H -3.666 2.236 2.816
H -5.132 2.058 3.149
O -1.422 -3.029 -1.612
H -0.520 -2.736 -1.740
H -1.757 -2.475 -0.908
O 4.109 0.537 4.879
H 3.714 0.412 5.742
H 3.377 0.469 4.267
O -1.644 2.145 2.281
H -1.907 1.787 1.434
H -1.484 3.073 2.110
O -0.593 -0.886 3.077
H -0.566 -0.028 2.655
H 0.306 -1.039 3.369
O -0.257 0.082 -2.823
H -0.086 -0.762 -3.240
H -1.017 0.431 -3.289
O 3.139 0.050 2.404
H 2.511 -0.664 2.516
H 3.870 -0.346 1.931
O -3.319 -0.655 4.325
H -2.604 -0.706 3.691
H -3.939 -0.036 3.939
O 1.249 1.870 3.801
H 1.196 2.444 4.565
H 2.183 1.825 3.599
O -1.848 -4.052 -4.274
H -1.749 -3.338 -3.646
H -1.018 -4.528 -4.230
O 1.960 -1.997 3.420
H 2.760 -2.053 3.942
H 1.856 -2.871 3.045
O -0.325 2.755 -5.770
H -0.768 2.104 -5.226
H -1.023 3.139 -6.300
O -1.423 1.770 5.095
H -1.896 0.944 4.990
H -1.354 2.122 4.208
*
```


#two
Below is a cluster of 30 separate species, H60O30 in total, with properties calculated with wB97M-V/def2-TZVPD.

## Properties
Orbital gap, eV: 8.8
HOMO energy, eV: -9.54
LUMO energy, Ha: -0.026

ORCA input file:
```
! wB97M-V def2-TZVPD RIJCOSX def2/J DEFGRID3
* xyz 0 1
O -0.358 -0.539 1.563
O 1.411 -0.260 -0.485
O -2.752 1.136 0.637
O -0.453 0.315 -2.486
O 1.318 3.227 0.494
O -2.047 -1.912 -1.843
O 0.222 0.475 4.056
O -1.101 -3.394 1.933
O 3.710 1.222 -0.088
O -2.324 2.423 -2.743
O 2.193 2.299 3.473
O 2.939 -2.690 -0.873
O -2.705 3.966 -0.219
O -4.310 0.355 -1.745
O -3.241 -3.306 0.379
O -1.820 2.491 4.216
O 2.049 3.572 -2.168
O -4.186 1.215 2.982
O -0.393 5.366 0.589
O 3.476 1.240 -3.135
O 0.683 -4.925 0.303
O -4.171 -1.502 3.533
O -0.453 0.000 -5.173
O 3.220 -1.680 -3.552
O -0.376 4.478 -3.276
O 0.392 -4.697 -2.378
O 0.531 -1.910 5.581
O 5.290 -1.186 2.288
O 0.962 -2.501 -4.888
O 3.075 -3.395 3.962
H 0.260 -0.349 0.851
H -1.189 -0.033 1.381
H 2.230 0.213 -0.316
H 1.001 0.140 -1.233
H -3.153 0.650 -0.071
H -2.740 2.076 0.385
H -0.113 0.103 -3.353
H -0.897 -0.476 -2.162
H 0.803 4.060 0.594
H 1.586 2.851 1.368
H -2.254 -2.305 -0.974
H -2.603 -2.249 -2.499
H 0.412 -0.355 4.451
H 0.149 0.159 3.144
H -2.017 -3.416 1.582
H -0.866 -2.477 1.751
H 4.096 1.962 0.397
H 4.380 0.952 -0.690
H -1.441 2.001 -2.939
H -2.974 1.739 -2.454
H 1.509 1.654 3.742
H 3.000 1.847 3.685
H 2.860 -2.741 -1.851
H 2.396 -1.844 -0.698
H -1.760 4.196 -0.030
H -2.797 3.761 -1.201
H -3.727 -0.360 -2.037
H -5.176 0.003 -1.778
H -4.103 -3.030 0.755
H -3.327 -4.251 0.212
H -1.175 1.743 4.226
H -2.555 2.298 3.610
H 2.466 4.478 -2.168
H 1.589 3.428 -1.343
H -4.132 0.353 3.440
H -3.709 1.043 2.185
H -0.674 5.687 1.402
H -0.139 6.175 0.120
H 4.323 1.200 -2.707
H 2.989 2.015 -2.735
H 1.593 -4.881 0.571
H 0.100 -4.359 0.795
H -4.819 -2.249 3.269
H -4.039 -1.677 4.487
H -1.294 -0.406 -5.376
H -0.404 0.911 -5.560
H 3.010 -0.809 -3.221
H 2.616 -1.772 -4.270
H 0.395 4.238 -2.809
H -0.265 5.379 -3.548
H 0.310 -3.801 -2.658
H 0.807 -4.707 -1.533
H -0.329 -2.328 5.540
H 0.797 -2.014 6.520
H 5.974 -0.805 1.740
H 5.576 -2.116 2.515
H 0.854 -3.044 -5.644
H 0.424 -1.729 -5.001
H 2.167 -3.098 4.186
H 3.216 -3.518 3.017
*
```


Which structure wins on stability? #two wins.


#one
Below is the molecule CH2N2P2, with properties calculated with wB97M-V/def2-TZVPD.

## Properties
Orbital gap (spin up / spin down), eV: 7.6 / 7.7
HOMO energy (spin up / spin down), eV: -9.52 / -8.89
LUMO energy (spin up / spin down), Ha: -0.069 / -0.045

ORCA input file:
```
! wB97M-V def2-TZVPD RIJCOSX def2/J DEFGRID3
* xyz 0 1
C -0.959 -0.654 0.374
N -0.450 -1.740 0.141
N 2.428 -0.440 -0.288
P 1.849 0.916 -0.231
P -0.302 1.061 0.514
H -2.040 -0.324 0.260
H -0.525 1.181 -0.771
*
```


#two
Below is the molecule CH2N2P2, with properties calculated with wB97M-V/def2-TZVPD.

## Properties
Orbital gap, eV: 8.6
HOMO energy, eV: -9.60
LUMO energy, Ha: -0.036
SMILES string: C1=[PH]=PN=N1

ORCA input file:
```
! wB97M-V def2-TZVPD RIJCOSX def2/J DEFGRID3
* xyz 0 1
C -0.368 -0.626 -0.613
P -0.797 1.090 -0.245
P -2.729 0.216 0.459
N -2.487 -1.232 -0.070
N -1.209 -1.620 -0.428
H 0.690 -0.698 -0.808
H -0.125 1.128 0.859
*
```


Which structure wins on stability? #two wins.


#one
Below is the molecule C6H16N2O, with properties calculated with wB97M-V/def2-TZVPD.

## Properties
Orbital gap, eV: 9.8
HOMO energy, eV: -8.89
LUMO energy, Ha: 0.033
SMILES string: CC(C)(C)[C@](C)(N)NO

ORCA input file:
```
! wB97M-V def2-TZVPD RIJCOSX def2/J DEFGRID3
* xyz 0 1
C -0.271 1.793 -0.218
C -0.658 0.319 -0.095
C -1.593 0.168 1.110
C -1.462 -0.099 -1.398
C 0.566 -0.622 -0.007
C 1.654 -0.335 -1.038
N 0.162 -1.995 -0.149
N 1.249 -0.527 1.379
O 1.806 0.743 1.743
H 0.350 2.102 0.618
H 0.256 1.992 -1.147
H -1.171 2.404 -0.209
H -2.512 0.719 0.922
H -1.862 -0.871 1.293
H -1.133 0.581 2.007
H -0.857 0.015 -2.293
H -2.328 0.553 -1.488
H -1.796 -1.128 -1.320
H 1.982 0.699 -1.012
H 1.301 -0.583 -2.033
H 2.516 -0.961 -0.814
H 0.967 -2.610 -0.129
H -0.486 -2.278 0.575
H 0.563 -0.727 2.104
H 2.757 0.648 1.600
*
```


#two
Below is a cluster of 2 separate species, C6H16N2O in total, with properties calculated with wB97M-V/def2-TZVPD.

## Properties
Orbital gap, eV: 8.6
HOMO energy, eV: -7.64
LUMO energy, Ha: 0.034
SMILES string: C[C@H](N)CC/C=C/N.O

ORCA input file:
```
! wB97M-V def2-TZVPD RIJCOSX def2/J DEFGRID3
* xyz 0 1
C -2.313 1.164 0.640
C -1.071 0.360 0.141
N -1.406 -1.072 0.350
C 0.170 0.706 1.059
C 1.304 1.490 0.362
C 1.678 0.951 -1.013
C 1.527 -0.252 -1.528
N 1.863 -0.484 -2.879
H -2.297 1.737 1.550
H -3.059 0.399 0.841
H -2.839 1.881 0.023
H -0.859 0.532 -0.908
H -1.374 -1.590 -0.520
H -2.263 -1.205 0.872
H 0.602 -0.150 1.553
H -0.319 1.309 1.822
H 2.146 1.290 1.042
H 1.226 2.588 0.269
H 2.149 1.752 -1.593
H 1.213 -1.227 -1.158
H 2.206 0.287 -3.424
H 1.782 -1.379 -3.316
O 0.298 -2.828 2.030
H -0.078 -3.581 2.517
H -0.287 -2.679 1.270
*
```


Which structure wins on stability? #one wins.


#one
Below is the molecule C6H16N2O, with properties calculated with wB97M-V/def2-TZVPD.

## Properties
Orbital gap, eV: 9.3
HOMO energy, eV: -8.49
LUMO energy, Ha: 0.029
SMILES string: CCN(C)C[C@](C)([NH3+])[O-]

ORCA input file:
```
! wB97M-V def2-TZVPD RIJCOSX def2/J DEFGRID3
* xyz 0 1
C -2.211 -1.417 0.781
C -0.900 -0.661 0.975
N 0.100 -0.937 -0.061
C 0.550 -2.326 -0.037
C 1.239 -0.010 0.006
C 0.987 1.397 -0.625
C 0.678 2.497 0.389
N -0.155 1.266 -1.676
O 1.957 1.747 -1.525
H -2.955 -1.057 1.494
H -2.596 -1.263 -0.228
H -2.098 -2.490 0.943
H -1.114 0.408 0.951
H -0.489 -0.875 1.978
H -0.288 -3.000 -0.213
H 1.277 -2.485 -0.833
H 1.020 -2.603 0.921
H 2.051 -0.431 -0.584
H 1.602 0.115 1.038
H -0.154 2.258 1.053
H 0.465 3.427 -0.140
H 1.573 2.657 0.992
H 0.873 1.630 -2.303
H -0.450 0.291 -1.774
H -0.961 1.863 -1.522
*
```


#two
Below is a cluster of 3 separate species, C6H16N2O in total, with properties calculated with wB97M-V/def2-TZVPD.

## Properties
Orbital gap, eV: 9.6
HOMO energy, eV: -8.83
LUMO energy, Ha: 0.028

ORCA input file:
```
! wB97M-V def2-TZVPD RIJCOSX def2/J DEFGRID3
* xyz 0 1
C -0.971 -1.340 -0.372
C 1.807 -0.930 -1.407
C -1.122 -2.291 -1.510
C -0.783 -1.819 0.969
O 0.851 -0.701 -0.405
H -1.434 -0.365 -0.503
H 1.543 -0.398 -2.331
H 1.912 -1.998 -1.649
H 2.786 -0.561 -1.077
H -0.503 -3.178 -1.376
H -1.271 -1.257 1.757
H -2.168 -2.612 -1.549
H -0.874 -1.822 -2.462
H -0.780 -2.897 1.097
H 0.383 -1.416 0.848
C 0.267 1.845 2.123
C -0.030 2.721 0.933
N -0.131 2.031 -0.256
N -0.215 3.971 1.110
H -0.155 2.575 -1.105
H 0.315 1.117 -0.323
H -0.418 4.457 0.235
H 1.123 1.197 1.928
H 0.461 2.468 2.991
H -0.592 1.204 2.333
*
```


Which structure wins on stability? #one wins.


#one
Below is the molecule C2H6N2Si, with properties calculated with wB97M-V/def2-TZVPD.

## Properties
Orbital gap (spin up / spin down), eV: 7.9 / 7.2
HOMO energy (spin up / spin down), eV: -8.84 / -9.18
LUMO energy (spin up / spin down), Ha: -0.034 / -0.074

ORCA input file:
```
! wB97M-V def2-TZVPD RIJCOSX def2/J DEFGRID3
* xyz 0 3
C 1.411 -0.301 -1.290
C 1.269 -0.218 1.243
N -0.975 1.427 -0.295
N -1.188 -1.286 -0.082
Si -0.017 0.043 0.007
H 2.413 -0.068 -1.016
H 1.866 0.710 1.435
H -0.764 2.175 0.291
H -1.963 1.310 -0.379
H -0.810 -1.901 -0.716
H -1.241 -1.891 0.802
*
```


#two
Below is a structure of composition C2H6N2Si, with properties calculated with wB97M-V/def2-TZVPD.

## Properties
Orbital gap (spin up / spin down), eV: 7.1 / 7.1
HOMO energy (spin up / spin down), eV: -6.09 / -8.92
LUMO energy (spin up / spin down), Ha: 0.037 / -0.066

ORCA input file:
```
! wB97M-V def2-TZVPD RIJCOSX def2/J DEFGRID3
* xyz 0 3
C -1.630 -0.244 0.071
C -0.937 -1.106 -0.638
N -0.532 0.682 0.072
N 0.132 -0.270 -0.902
Si 1.701 0.603 1.498
H -2.574 -0.062 0.604
H -1.245 -2.071 -0.962
H -0.511 1.610 -0.349
H 1.014 -0.465 -0.677
H 1.986 1.841 0.489
H 2.595 -0.517 0.793
*
```


Which structure wins on stability? #one wins.


#one
Below is the molecule C4H4F2, with properties calculated with wB97M-V/def2-TZVPD.

## Properties
Orbital gap, eV: 10.0
HOMO energy, eV: -9.39
LUMO energy, Ha: 0.022
SMILES string: C=C(F)C(=C)F

ORCA input file:
```
! wB97M-V def2-TZVPD RIJCOSX def2/J DEFGRID3
* xyz 0 1
C -1.551 0.505 0.037
C -0.743 -0.541 0.004
F -1.265 -1.791 -0.026
C 0.741 -0.550 -0.007
C 1.559 0.489 -0.021
F 1.231 -1.796 0.037
H -2.629 0.361 -0.034
H -1.175 1.525 0.083
H 2.645 0.296 -0.013
H 1.186 1.500 -0.061
*
```


#two
Below is a cluster of 2 separate species, C4H4F2 in total, with properties calculated with wB97M-V/def2-TZVPD.

## Properties
Orbital gap (spin up / spin down), eV: 9.3 / 9.2
HOMO energy (spin up / spin down), eV: -9.73 / -9.68
LUMO energy (spin up / spin down), Ha: -0.014 / -0.018

ORCA input file:
```
! wB97M-V def2-TZVPD RIJCOSX def2/J DEFGRID3
* xyz 0 1
C 1.513 0.115 -2.205
C -1.148 0.618 2.337
C 0.635 -0.337 -1.383
C -1.203 -0.103 1.215
F 0.112 -1.555 -1.196
F -1.348 -1.427 0.860
H 2.110 -0.445 -2.885
H 1.741 1.163 -2.283
H -1.453 0.235 3.260
H -0.959 1.735 2.280
*
```


Which structure wins on stability? #one wins.